(1)
DFT (ωB97M-V/def2-TZVPD) results for C36H38BaCl2N7O4P2 as an isolated structure at a distorted geometry.

Values from the calculation:
Gap between HOMO and LUMO: 0.2030 Ha
Energy above the lowest of the compared OMol25 structures with the same formula, charge and spin: 293.9 kJ/mol
Energy: -100888.38721 eV
Spin multiplicity: 1
Largest force on an atom: 2.78 eV Å⁻¹
Charge: -1

Element x y z (Å)
Ba 0.22164 1.27870 0.70201
Cl -4.33682 3.21086 6.00405
C -3.11029 2.38330 5.08634
C -2.90939 2.72948 3.76421
C -1.95980 2.07929 2.96181
N -1.72990 2.38020 1.61968
C -2.21993 3.48863 1.06246
O -2.82657 4.44548 1.56835
C -1.99672 3.58120 -0.43561
C -2.89692 4.35610 -1.16834
C -2.71450 4.50303 -2.52850
C -1.61224 3.89641 -3.11888
C -0.76063 3.16016 -2.31684
N -0.94914 2.98441 -1.00753
C -1.22312 1.01189 3.54446
C -1.41465 0.71535 4.89788
C -2.33756 1.39098 5.66943
Cl -2.50546 0.98716 7.35104
N -0.25974 0.34923 2.79391
C 0.03007 -0.92915 3.03150
O -0.59465 -1.76889 3.69348
C 1.35182 -1.35051 2.41850
C 1.96762 -2.49192 2.93089
C 3.26140 -2.78893 2.54762
C 3.89628 -1.95291 1.63754
C 3.18787 -0.87682 1.13164
N 1.94596 -0.57717 1.50740
H -3.49413 3.52875 3.34290
H -3.70795 4.83068 -0.63560
H -3.40685 5.08346 -3.12578
H -1.41363 3.99403 -4.17805
H 0.11786 2.67991 -2.73402
H -0.83111 -0.07562 5.34242
H 1.41317 -3.09164 3.63836
H 3.77529 -3.64708 2.96284
H 4.92092 -2.12484 1.33559
H 3.63447 -0.21863 0.39295
C -3.65194 -3.02698 -0.76918
P -2.17272 -2.10360 -1.38504
C -1.66176 -3.29598 -2.71578
N -2.59430 -3.92021 -3.39356
C -2.21929 -4.79691 -4.35638
C -3.19367 -5.43518 -5.15210
C -2.80918 -6.35626 -6.08786
C -1.44799 -6.67535 -6.26471
C -0.48342 -6.04767 -5.52484
C -0.85324 -5.08242 -4.56433
N 0.10273 -4.45540 -3.83656
C -0.26164 -3.56669 -2.94542
P 0.97988 -2.68547 -1.86946
C 1.09833 -4.02575 -0.59308
C 2.65534 -2.84288 -2.74522
C 3.66862 -2.16841 -1.81363
C 2.51285 -2.00568 -4.02194
C 3.18720 -4.24218 -3.06794
C -3.00442 -0.73065 -2.41420
C -1.96511 -0.21260 -3.41608
C -3.35580 0.35946 -1.39760
C -4.28128 -1.14368 -3.14506
H -4.23918 -3.43873 -1.58689
H -4.25856 -2.35314 -0.16347
H -3.30183 -3.83545 -0.12628
H -4.23388 -5.17560 -5.00263
H -3.55427 -6.84951 -6.69905
H -1.16814 -7.42716 -6.99171
H 0.56901 -6.26812 -5.64938
H 1.25790 -4.99993 -1.05504
H 0.16657 -4.03722 -0.02440
H 1.91220 -3.79396 0.09486
H 3.35285 -1.15764 -1.56290
H 4.64139 -2.11527 -2.31071
H 3.79350 -2.74136 -0.89072
H 2.15695 -1.00337 -3.77000
H 1.80600 -2.46896 -4.71446
H 3.47888 -1.91455 -4.52627
H 3.40655 -4.79743 -2.15292
H 4.12679 -4.13674 -3.62164
H 2.49065 -4.81207 -3.66810
H -1.00679 -0.03107 -2.92140
H -2.30781 0.72605 -3.85842
H -1.80912 -0.92973 -4.22571
H -2.46988 0.73798 -0.88998
H -4.03940 -0.04269 -0.64657
H -3.84499 1.21001 -1.88116
H -4.14274 -2.05632 -3.71894
H -4.56532 -0.34210 -3.83414
H -5.10409 -1.29186 -2.44361
O 1.45674 1.20401 -1.28724
N 2.21438 2.15017 -0.94947
O 2.11403 2.58220 0.22061

(2)
DFT (ωB97M-V/def2-TZVPD) results for C36H38BaCl2N7O4P2 as an isolated structure.

Values from the calculation:
Gap between HOMO and LUMO: 0.2105 Ha
Energy above the lowest of the compared OMol25 structures with the same formula, charge and spin: 0.0 kJ/mol
Energy: -100891.43349 eV
Spin multiplicity: 1
Largest force on an atom: 0.40 eV Å⁻¹
Charge: -1

Element x y z (Å)
Ba -1.44581 1.97988 0.53458
Cl 4.24590 4.61855 -3.68307
C 2.66175 4.05013 -3.23083
C 2.35980 3.91620 -1.88733
C 1.11409 3.45980 -1.43962
N 0.79349 3.32647 -0.07378
C 1.74025 3.43696 0.86270
O 2.97656 3.50494 0.76471
C 1.21701 3.53731 2.30250
C 2.09435 3.98519 3.28843
C 1.62693 4.15298 4.57860
C 0.29698 3.87047 4.86054
C -0.50304 3.41470 3.82878
N -0.05407 3.24828 2.58530
C 0.11783 3.16593 -2.42446
C 0.46335 3.30080 -3.77204
C 1.71586 3.72281 -4.17909
Cl 2.05428 3.82699 -5.88500
N -1.13098 2.63586 -2.03388
C -2.16341 2.67582 -2.88381
O -2.28755 3.26403 -3.96739
C -3.37200 1.82056 -2.48741
C -4.28414 1.47984 -3.48473
C -5.37073 0.68944 -3.15976
C -5.53990 0.27616 -1.84444
C -4.59734 0.67134 -0.91309
N -3.53429 1.41171 -1.22924
H 3.12076 4.14457 -1.16187
H 3.11499 4.19260 3.00267
H 2.28976 4.50843 5.35834
H -0.11312 3.99607 5.85334
H -1.54684 3.16662 3.99233
H -0.27303 3.08081 -4.52589
H -4.10886 1.85407 -4.48259
H -6.08515 0.40162 -3.92153
H -6.38063 -0.33390 -1.54353
H -4.68509 0.38596 0.13071
C -2.26867 -2.01649 -1.95921
P -0.89019 -1.10015 -1.17804
C -0.06376 -2.47471 -0.25786
N -0.28224 -3.70935 -0.62736
C 0.53575 -4.67519 -0.12897
C 0.32928 -6.02597 -0.49205
C 1.20871 -6.98348 -0.07503
C 2.32837 -6.63705 0.71735
C 2.53868 -5.34107 1.09151
C 1.63161 -4.33618 0.68425
N 1.79225 -3.06120 1.13299
C 0.93169 -2.16016 0.74120
P 0.89085 -0.51473 1.61332
C 2.67213 -0.09899 1.68918
C 0.49604 -1.10018 3.35644
C 0.09788 0.16503 4.12192
C 1.64099 -1.79176 4.09274
C -0.72304 -2.02404 3.27593
C 0.37619 -0.95919 -2.56946
C -0.31713 -0.23429 -3.72634
C 0.92027 -2.29511 -3.07306
C 1.53191 -0.10833 -2.03843
H -1.93998 -2.86313 -2.56023
H -2.83897 -1.31574 -2.57121
H -2.92273 -2.38485 -1.16783
H -0.52416 -6.26010 -1.11502
H 1.05722 -8.01739 -0.35755
H 3.01767 -7.41034 1.03121
H 3.37797 -5.04893 1.70943
H 3.29017 -0.97317 1.89204
H 2.81857 0.65047 2.46943
H 2.97163 0.36553 0.74942
H 0.88891 0.92072 4.10721
H -0.10003 -0.09004 5.16769
H -0.81109 0.59851 3.70560
H 2.49737 -1.12646 4.21828
H 1.97842 -2.68879 3.57874
H 1.29433 -2.07426 5.09227
H -1.54920 -1.55057 2.73983
H -1.07588 -2.24162 4.28838
H -0.48056 -2.97637 2.79819
H -1.08152 -0.86182 -4.18987
H 0.42490 0.01327 -4.49014
H -0.77443 0.69704 -3.39594
H 0.12652 -2.99663 -3.33623
H 1.56830 -2.77829 -2.33926
H 1.51845 -2.11108 -3.97035
H 1.19121 0.85508 -1.65695
H 2.24394 0.09222 -2.84431
H 2.07486 -0.62939 -1.24380
O -3.52609 2.64301 2.22734
N -3.71959 1.55733 2.81643
O -2.90174 0.64835 2.52703

(3)
DFT (ωB97M-V/def2-TZVPD) results for C36H38BrCaN8SSeSi2 as an isolated structure at a distorted geometry.

Values from the calculation:
Gap between HOMO and LUMO: 0.2355 Ha
Energy above the lowest of the compared OMol25 structures with the same formula, charge and spin: 119.4 kJ/mol
Energy: -230287.67930 eV
Spin multiplicity: 1
Largest force on an atom: 1.53 eV Å⁻¹
Charge: +1

Element x y z (Å)
Ca -0.02105 -0.87927 -0.14338
C -3.78756 2.03608 2.70186
Si -2.11835 1.36690 2.02967
C -1.40628 0.39410 3.52641
C -1.05943 2.91083 1.63363
C -2.07010 0.20936 0.53373
C -2.58856 -1.12255 0.83667
C -3.83491 -1.33683 1.44613
C -4.27735 -2.61781 1.68019
C -3.47355 -3.69121 1.29905
C -2.27130 -3.40607 0.68792
N -1.83261 -2.16937 0.47201
Si -2.84276 0.86646 -1.07334
C -4.32550 2.05581 -0.86379
C -3.37239 -0.62497 -2.15151
C -1.48147 1.82322 -2.02304
H -3.60120 2.75627 3.49523
H -4.41145 1.25450 3.12758
H -4.37237 2.54005 1.94125
H -0.84716 1.03591 4.20122
H -0.75433 -0.42088 3.22304
H -2.21912 -0.04496 4.09323
H -0.64822 3.33731 2.54149
H -1.67646 3.66950 1.16760
H -0.23222 2.70562 0.96159
H -4.43744 -0.48198 1.70854
H -5.23687 -2.79287 2.14189
H -3.78357 -4.71008 1.46019
H -1.63493 -4.21390 0.34362
H -5.13414 1.58782 -0.31696
H -4.71951 2.38149 -1.82049
H -4.02969 2.94352 -0.31566
H -4.27577 -1.09298 -1.77273
H -2.60100 -1.39399 -2.17687
H -3.56354 -0.32566 -3.17641
H -1.29727 2.79332 -1.57638
H -1.76588 1.99179 -3.05889
H -0.54425 1.26586 -1.99809
S 2.61481 0.66150 6.86238
N 2.70847 1.53947 5.51547
C 2.40507 0.77147 4.47804
C 2.35085 1.16873 3.10489
C 2.71228 2.44397 2.66289
C 2.60685 2.72982 1.31840
C 2.09896 1.75253 0.46284
N 1.75425 0.54265 0.85914
C 1.90462 0.22436 2.15258
C 1.60238 -1.13563 2.55112
N 1.21325 -1.98958 1.59446
C 0.97862 -3.24570 1.91947
C 1.09731 -3.74553 3.21539
C 1.46743 -2.88076 4.22532
C 1.73026 -1.54745 3.89868
C 2.10314 -0.56528 4.87027
N 2.19588 -0.73590 6.18051
H 3.06469 3.16655 3.38280
H 2.88944 3.69974 0.93894
H 1.98114 1.95091 -0.59578
H 0.68754 -3.89733 1.10366
H 0.90366 -4.78784 3.41848
H 1.56835 -3.19763 5.25129
C 5.70163 -1.78779 -2.02224
C 4.30889 -2.31315 -2.11344
C 3.98557 -3.43223 -2.87819
C 2.67254 -3.87159 -2.93582
C 1.73584 -3.16324 -2.20440
Br -0.09208 -3.67628 -2.22592
N 2.00960 -2.09124 -1.48429
C 3.26747 -1.67704 -1.44123
H 6.39346 -2.40771 -2.58435
H 6.02575 -1.75164 -0.98349
H 5.73928 -0.77262 -2.41381
H 4.75307 -3.95367 -3.43011
H 2.37930 -4.72808 -3.52111
H 3.44482 -0.78970 -0.84800
Se 0.81975 -0.60103 -3.92899
N 1.53075 0.90763 -3.37078
C 1.04243 1.89652 -4.11618
C 1.30960 3.27065 -3.94937
C 0.67739 4.16777 -4.75933
C -0.22775 3.75367 -5.76474
C -0.50729 2.43486 -5.96661
C 0.11446 1.47574 -5.14075
N -0.11383 0.16780 -5.17541
H 1.99462 3.58744 -3.17979
H 0.85183 5.22476 -4.62513
H -0.70275 4.50750 -6.37491
H -1.20405 2.09928 -6.71903